1.
Entry from the OMol25 dataset: 2 unconnected molecules or ions with the total composition C2HClN2OS at a distorted geometry (ωB97M-V with the def2-TZVPD basis set).

Summary:
energy relative to the best compared isomer or geometry (same formula, charge and spin): 166.58 kJ/mol
SMILES string: N#[N+][S-].O=C=CCl
spin multiplicity: 1
HOMO-LUMO gap: 0.3294 Ha
net charge: 0
E: -30472.7778 eV

Cartesian coordinates (Å):
N (2.463, -0.185, -1.833)
N (2.265, -0.982, -1.022)
S (1.961, -2.152, -0.098)
O (2.080, 2.531, 0.456)
C (1.499, 1.583, 0.789)
C (0.639, 0.632, 0.841)
Cl (-0.825, 1.017, -0.028)
H (0.723, -0.347, 1.196)

Mulliken atomic charges, in units of e: N -0.1686; N 0.2771; S -0.0718; O -0.3340; C 0.6994; C -0.6719; Cl -0.1414; H 0.4111

=====

2.
Entry from the OMol25 dataset: 2 unconnected molecules or ions with the total composition C2HClNOS2 at a distorted geometry (ωB97M-V with the def2-TZVPD basis set).

Summary:
energy relative to the best compared isomer or geometry (same formula, charge and spin): 0.00 kJ/mol
spin multiplicity: 1
HOMO-LUMO gap: 0.2697 Ha
net charge: -1
E: -39822.7011 eV

Cartesian coordinates (Å):
C (0.151, -1.722, -1.314)
C (0.935, -0.050, 0.308)
N (0.625, -1.307, -0.312)
O (-0.288, -2.322, -2.200)
S (1.452, -0.104, 1.872)
S (0.497, 1.318, -0.534)
Cl (-2.038, 2.027, 1.595)
H (-1.335, 2.160, 0.586)

Mulliken atomic charges, in units of e: C 0.5629; C 0.1251; N -0.2550; O -0.4743; S -0.3803; S -0.5034; Cl -0.2462; H 0.1712

=====

3.
Entry from the OMol25 dataset: C2HClO2 in the gas phase at a distorted geometry (ωB97M-V with the def2-TZVPD basis set).

Summary:
energy relative to the best compared isomer or geometry (same formula, charge and spin): 35.69 kJ/mol
SMILES string: O=CC(=O)Cl
spin multiplicity: 1
HOMO-LUMO gap: 0.3725 Ha
net charge: 0
E: -18706.4400 eV

Cartesian coordinates (Å):
O (1.703, 0.263, -0.361)
C (0.539, 0.582, -0.138)
C (-0.447, -0.532, 0.312)
O (-0.410, -1.323, 1.219)
Cl (-1.677, -0.674, -0.964)
H (0.292, 1.684, -0.067)

Mulliken atomic charges, in units of e: O -0.3729; C 0.0083; C 0.5991; O -0.3877; Cl -0.1585; H 0.3118

=====

4.
Entry from the OMol25 dataset: C2HClO2S in the gas phase at a distorted geometry (ωB97M-V with the def2-TZVPD basis set).

Summary:
energy relative to the best compared isomer or geometry (same formula, charge and spin): 397.84 kJ/mol
SMILES string: C#CS(=O)(=O)Cl
spin multiplicity: 1
HOMO-LUMO gap: 0.3258 Ha
net charge: 0
E: -29537.6012 eV

Cartesian coordinates (Å):
C (-0.108, 0.247, -0.044)
C (-0.998, 1.067, 0.074)
S (-2.169, 2.972, -0.226)
O (-3.157, 2.985, 0.767)
O (-2.566, 3.128, -1.570)
Cl (-0.690, 4.445, 0.098)
H (0.330, -0.675, -0.264)

Mulliken atomic charges, in units of e: C 0.0558; C -0.4735; S 0.9093; O -0.3862; O -0.3887; Cl -0.0862; H 0.3695

=====

5.
Entry from the OMol25 dataset: a molecular structure, C2HCoO2 at a distorted geometry (ωB97M-V with the def2-TZVPD basis set).

Summary:
energy relative to the best compared isomer or geometry (same formula, charge and spin): 0.00 kJ/mol
spin multiplicity: 6
HOMO-LUMO gap (alpha / beta): 0.2175 / 0.3764 Ha
net charge: +1
E: -43798.1250 eV

Cartesian coordinates (Å):
O (0.690, -0.445, 2.693)
C (0.716, -0.712, 1.538)
C (-0.252, 0.724, -1.188)
O (-1.110, -0.186, -1.045)
H (-0.710, 1.714, -1.450)
Co (0.665, -1.094, -0.548)

Mulliken atomic charges, in units of e: O -0.0923; C 0.5358; C 0.2555; O -0.1702; H 0.3409; Co 0.1302

=====

6.
Entry from the OMol25 dataset: C2HF2N3 in the gas phase at a distorted geometry (ωB97M-V with the def2-TZVPD basis set).

Summary:
energy relative to the best compared isomer or geometry (same formula, charge and spin): 175.81 kJ/mol
SMILES string: Fc1cn(F)nn1
spin multiplicity: 1
HOMO-LUMO gap: 0.4258 Ha
net charge: 0
E: -11990.8220 eV

Cartesian coordinates (Å):
F (-1.355, -0.868, -1.783)
C (-0.591, -0.522, -0.768)
C (-0.218, 0.725, -0.395)
N (0.634, 0.285, 0.879)
F (1.301, 1.118, 1.695)
N (0.603, -0.997, 0.979)
N (-0.094, -1.494, 0.051)
H (-0.281, 1.752, -0.658)

Mulliken atomic charges, in units of e: F -0.2345; C 0.3457; C -0.3141; N 0.6491; F -0.1906; N -0.4411; N -0.2201; H 0.4057

=====

7.
Entry from the OMol25 dataset: 2 unconnected molecules or ions with the total composition C2HF3I2 at a distorted geometry (ωB97M-V with the def2-TZVPD basis set).

Summary:
energy relative to the best compared isomer or geometry (same formula, charge and spin): 0.00 kJ/mol
spin multiplicity: 3
HOMO-LUMO gap (alpha / beta): 0.2940 / 0.2086 Ha
net charge: 0
E: -26440.4973 eV

Cartesian coordinates (Å):
C (0.381, -0.133, -0.383)
C (1.049, -0.334, -1.499)
F (0.957, 0.446, 0.650)
F (2.342, 0.020, -1.605)
F (0.336, -0.747, -2.536)
I (-1.716, -0.182, 3.863)
I (-2.686, 1.213, 1.893)
H (-0.662, -0.285, -0.383)

Mulliken atomic charges, in units of e: C 0.0457; C 0.2942; F -0.2191; F -0.2015; F -0.2058; I 0.0258; I -0.0327; H 0.2934

=====

8.
Entry from the OMol25 dataset: C2HF3N4 in the gas phase at a distorted geometry (ωB97M-V with the def2-TZVPD basis set).

Summary:
energy relative to the best compared isomer or geometry (same formula, charge and spin): 0.00 kJ/mol
SMILES string: FC(F)(F)c1nnn[nH]1
spin multiplicity: 1
HOMO-LUMO gap: 0.4472 Ha
net charge: 0
E: -16201.9205 eV

Cartesian coordinates (Å):
F (1.859, -0.937, -0.983)
C (1.380, -0.208, -0.004)
F (1.798, 1.058, -0.122)
F (1.830, -0.621, 1.167)
C (-0.119, -0.239, 0.000)
N (-0.875, -1.319, 0.021)
N (-2.147, -0.861, 0.045)
N (-2.158, 0.429, -0.004)
N (-0.890, 0.852, -0.011)
H (-0.677, 1.846, -0.109)

Mulliken atomic charges, in units of e: F -0.2257; C 0.9510; F -0.2851; F -0.2362; C 0.2064; N -0.2862; N -0.2237; N -0.3893; N 0.2138; H 0.2750

=====

9.
Entry from the OMol25 dataset: 2 unconnected molecules or ions with the total composition C2HF3O2 at a distorted geometry (ωB97M-V with the def2-TZVPD basis set).

Summary:
energy relative to the best compared isomer or geometry (same formula, charge and spin): 285.40 kJ/mol
spin multiplicity: 1
HOMO-LUMO gap: 0.4100 Ha
net charge: 0
E: -14335.3463 eV

Cartesian coordinates (Å):
C (-0.335, -0.821, -0.829)
C (0.755, 1.070, 1.229)
O (0.079, -1.705, -1.430)
O (-1.024, -0.703, 0.229)
F (-0.201, 0.430, -1.393)
F (0.311, 2.254, 1.050)
F (1.832, 0.967, 0.531)
H (-1.419, -1.493, 0.614)

Mulliken atomic charges, in units of e: C 0.6452; C 0.1429; O -0.3919; O -0.3401; F -0.2318; F -0.0883; F -0.0866; H 0.3507

=====

10.
Entry from the OMol25 dataset: 2 unconnected molecules or ions with the total composition C2HF4NO2 at a distorted geometry (ωB97M-V with the def2-TZVPD basis set).

Summary:
energy relative to the best compared isomer or geometry (same formula, charge and spin): 403.85 kJ/mol
spin multiplicity: 1
HOMO-LUMO gap (alpha / beta): 0.3572 / 0.2710 Ha
net charge: 0
E: -18537.7680 eV

Cartesian coordinates (Å):
C (-1.662, -0.368, -0.542)
C (0.775, 0.821, 0.447)
N (1.482, -0.355, 0.227)
O (1.987, -0.535, -0.872)
O (1.535, -1.096, 1.166)
F (-1.134, -1.543, -0.442)
F (-2.463, 0.172, 0.363)
F (0.714, 1.285, 1.675)
F (0.815, 1.746, -0.549)
H (-2.050, -0.126, -1.473)

Mulliken atomic charges, in units of e: C 0.1447; C 0.3151; N 1.0440; O -0.5571; O -0.5479; F -0.1596; F -0.1759; F -0.1924; F -0.1751; H 0.3041

=====

11.
Entry from the OMol25 dataset: 2 unconnected molecules or ions with the total composition C2HFN2O at a distorted geometry (ωB97M-V with the def2-TZVPD basis set).

Summary:
energy relative to the best compared isomer or geometry (same formula, charge and spin): 393.69 kJ/mol
SMILES string: [O-][N+]#CF.C#N
spin multiplicity: 1
HOMO-LUMO gap: 0.3608 Ha
net charge: 0
E: -9829.8998 eV

Cartesian coordinates (Å):
O (-2.355, 0.961, -3.042)
N (-1.855, -0.130, -3.124)
C (-1.078, -0.995, -3.313)
F (-0.898, -2.296, -3.254)
C (0.088, 1.714, -0.945)
N (0.441, 0.707, -0.592)
H (-0.246, 2.680, -1.497)

Mulliken atomic charges, in units of e: O -0.5827; N 0.5521; C 0.1788; F -0.1505; C 0.1080; N -0.3441; H 0.2383

=====

12.
Entry from the OMol25 dataset: C2HFN2O2 in the gas phase at a distorted geometry (ωB97M-V with the def2-TZVPD basis set).

Summary:
energy relative to the best compared isomer or geometry (same formula, charge and spin): 451.53 kJ/mol
SMILES string: O=C=NC(=O)NF
spin multiplicity: 1
HOMO-LUMO gap (alpha / beta): 0.3466 / 0.3466 Ha
net charge: 0
E: -11877.9591 eV

Cartesian coordinates (Å):
O (-1.356, -2.438, -0.639)
C (-1.059, -1.350, -0.371)
N (-1.203, -0.183, 0.135)
C (-0.176, 0.928, 0.346)
O (-0.760, 1.960, -0.118)
N (1.288, 0.493, -0.086)
F (1.348, -0.745, 0.493)
H (1.919, 1.336, 0.239)

Mulliken atomic charges, in units of e: O -0.3404; C 0.6290; N -0.3722; C 0.5180; O -0.4419; N -0.1459; F -0.1549; H 0.3083